This record from the OMol25 dataset describes a cluster of 5 separate species, C29H50ClN3O13 in total in a non-equilibrium geometry. The level of theory is wB97M-V/def2-TZVPD.

Structure (XYZ):
```
96
Properties=species:S:1:pos:R:3:mulliken_charge:R:1
C 0.25231 1.98219 1.41114 -1.50
C -0.42230 1.79796 0.02274 0.47
C -0.52486 0.31521 -0.35280 -0.92
C -1.53478 -0.42565 0.54228 -0.65
N -2.86995 -0.41096 -0.07901 -0.07
C -3.98792 -0.07512 0.80017 0.04
C -3.74247 1.23999 1.57145 -0.17
O -3.15984 1.32986 2.62443 -0.69
N -4.32621 2.31325 0.89168 -0.03
C -4.84320 1.76266 -0.37386 -0.14
C -5.81655 2.60360 -1.18087 -1.29
C -5.40664 4.05343 -1.43191 0.24
C -3.98367 4.24141 -1.91401 -1.18
Cl -5.71495 5.03786 0.05139 -0.24
C -5.20609 0.31091 -0.08178 -0.41
C -6.59405 -0.04785 0.48152 -1.10
C -6.87625 0.18751 1.96949 -0.86
N -7.10139 1.57834 2.37543 -0.62
H 0.77854 1.06143 1.65777 0.14
H 0.91834 2.83917 1.42970 0.66
H -0.53732 2.10166 2.15363 0.42
H 0.11822 2.34745 -0.75089 0.37
H -1.44999 2.17065 0.08192 -0.40
H 0.44994 -0.17883 -0.34012 0.27
H -0.91704 0.25400 -1.37244 0.48
H -1.57534 0.02358 1.53064 0.35
H -1.18293 -1.45700 0.65395 0.37
H -3.05552 -1.29422 -0.53305 0.31
H -4.23323 -0.87664 1.50595 0.38
H -5.00228 2.80340 1.46246 0.43
H -3.94392 1.68101 -0.99280 0.34
H -5.88428 2.11202 -2.15738 0.36
H -6.82634 2.59137 -0.76337 0.43
H -6.08994 4.45229 -2.18012 0.51
H -3.87542 3.88201 -2.93895 0.30
H -3.72110 5.29903 -1.90429 0.46
H -3.26200 3.73071 -1.27694 0.16
H -5.11314 -0.26865 -1.00689 0.67
H -6.74247 -1.11272 0.28780 0.46
H -7.34485 0.48385 -0.11236 0.41
H -7.79297 -0.36548 2.19778 0.42
H -6.09123 -0.26701 2.57562 0.35
H -7.28234 2.18177 1.58467 0.27
H -6.33605 1.94834 2.92019 0.35
C 2.93798 -3.73910 4.66972 -1.29
C 2.25846 -2.40596 4.45133 0.42
C 1.11032 -2.41073 3.45876 -0.58
O 1.14187 -1.06257 2.94849 -0.09
C 2.40748 -0.59863 3.06963 0.60
O 2.80965 0.43088 2.61254 -0.54
O 3.14466 -1.44950 3.81712 -0.38
H 3.84758 -3.60293 5.25328 0.36
H 2.28624 -4.43467 5.19753 0.41
H 3.22403 -4.18136 3.71554 0.17
H 1.95465 -1.96878 5.40664 0.30
H 0.13880 -2.61396 3.90017 0.34
H 1.29252 -3.10131 2.63194 0.29
C 3.93722 -2.73595 -0.02094 -1.11
C 5.02592 -3.01909 0.97483 0.60
C 6.34540 -3.49612 0.41918 -0.53
O 6.85557 -4.28458 1.50815 -0.35
C 5.79491 -4.73548 2.21906 0.61
O 5.85211 -5.54513 3.08781 -0.55
O 4.65706 -4.13524 1.79780 -0.34
H 2.99170 -2.55949 0.49658 0.18
H 4.17843 -1.85560 -0.60400 0.44
H 3.78760 -3.57976 -0.69502 0.12
H 5.17641 -2.15611 1.63138 0.23
H 7.03559 -2.69196 0.17983 0.34
H 6.21859 -4.14583 -0.44953 0.31
C 2.31278 4.85099 -0.86385 -1.60
C 2.83333 3.44829 -0.69898 1.49
C 4.31004 3.32644 -0.39708 -0.43
O 4.62453 2.04340 -0.95826 -0.33
C 3.74238 1.80482 -1.95172 0.62
O 3.83438 0.91466 -2.73703 -0.58
O 2.75126 2.71664 -1.94253 -0.39
H 1.28659 4.83549 -1.23038 0.35
H 2.33161 5.37260 0.09291 0.37
H 2.91426 5.40859 -1.58348 0.44
H 2.24426 2.91244 0.04873 -0.66
H 4.54315 3.34353 0.66421 0.33
H 4.90316 4.08129 -0.91968 0.28
C 0.90116 -1.75005 -5.36202 -1.53
C 2.01400 -2.11449 -4.41444 0.74
C 3.31529 -2.53015 -5.06312 -0.52
O 3.87415 -3.40936 -4.08294 -0.32
C 2.85812 -3.92542 -3.36342 0.69
O 2.97180 -4.79424 -2.55954 -0.58
O 1.69417 -3.30645 -3.66822 -0.35
H -0.03473 -1.62181 -4.81854 0.35
H 1.13658 -0.81679 -5.87390 0.39
H 0.74831 -2.53354 -6.10598 0.37
H 2.18426 -1.31310 -3.69286 0.16
H 3.99533 -1.70483 -5.25240 0.30
H 3.15257 -3.09772 -5.98320 0.31
```

Values from the calculation:
SMILES: CCCCN[C@H]1C(=O)N[C@H](C[C@H](C)Cl)[C@@H]1CCN.C[C@@H]1COC(=O)O1.C[C@@H]1COC(=O)O1.C[C@@H]1COC(=O)O1.C[C@@H]1COC(=O)O1
E_LUMO, eV: 0.438
Multiplicity: 1
HOMO level, eV: -9.1
Frontier orbital gap, eV: 9.507

---

This record from the OMol25 dataset describes a cluster of 5 separate species, C29H50ClNO17 in total in a non-equilibrium geometry. The level of theory is wB97M-V/def2-TZVPD.

Structure (XYZ):
```
98
Properties=species:S:1:pos:R:3:mulliken_charge:R:1
N -0.04530 -2.27881 2.15867 -0.16
C 1.39951 -2.22933 1.87856 0.24
O 1.89304 -1.09409 1.55680 -0.61
C 2.42328 -3.44751 1.99479 -0.51
C 1.89863 -4.86365 1.43798 -0.86
C 1.28732 -4.85936 -0.04485 0.55
C -0.30827 -4.57065 -0.22008 -0.12
C -1.20298 -5.51420 0.75531 0.10
O -1.48345 -6.71109 0.47111 -0.48
Cl -1.93362 -4.90674 2.34073 -0.15
O 1.31254 -6.31043 -0.36332 -0.45
C 2.59710 -6.65124 -0.92534 0.36
O 2.96645 -7.77435 -1.30132 -0.55
O 3.31286 -5.38188 -0.99755 -0.57
C 2.24445 -4.41647 -1.28602 1.52
C 1.62322 -4.61045 -2.78519 -0.83
C 2.69020 -5.12906 -3.86406 -0.74
C 3.57125 -3.99258 -4.57790 -0.62
C 2.77828 -2.68060 -5.01366 0.61
O 3.35753 -1.56461 -4.79597 -0.63
O 1.48322 -2.63455 -5.57943 -0.39
C 2.62899 -2.85155 -1.31607 -0.88
O 1.43445 -1.98450 -1.27905 -0.05
O 1.45361 -1.20150 -2.39874 -0.41
H -0.51022 -1.81231 1.35011 0.23
H -0.28964 -1.64661 2.96065 0.39
H 3.47346 -3.20822 1.57294 0.26
H 2.60234 -3.60089 3.13184 0.47
H 2.77595 -5.60577 1.57832 0.20
H 1.09182 -5.22714 2.18694 0.33
H -0.64707 -4.86746 -1.28668 0.52
H -0.56554 -3.46097 -0.11694 0.19
H 0.82274 -5.44654 -2.70184 0.49
H 1.04782 -3.68228 -3.14039 0.28
H 2.07465 -5.63717 -4.70540 0.35
H 3.41266 -5.93037 -3.48639 0.31
H 4.09196 -4.43407 -5.51359 0.40
H 4.40265 -3.66382 -3.85467 0.31
H 1.15330 -1.72301 -5.35437 0.31
H 3.18816 -2.53639 -2.27906 0.28
H 3.30676 -2.51633 -0.45132 0.13
H 0.57230 -1.36913 -2.83196 0.29
O -0.88867 -1.90988 -5.26550 -0.59
C -1.64766 -1.41479 -6.07371 0.79
O -2.52052 -2.19029 -6.73635 -0.33
C -3.56879 -1.69048 -7.58171 -0.42
C -3.04906 -1.39708 -8.97493 -0.97
C -1.56419 0.04711 -6.40835 -1.08
H -4.06199 -0.82972 -7.12476 0.37
H -4.31876 -2.48254 -7.63851 0.30
H -2.28063 -0.62187 -8.96483 0.28
H -3.86261 -1.06672 -9.62574 0.36
H -2.59204 -2.29003 -9.40767 0.30
H -0.75549 0.20415 -7.12452 0.27
H -1.34792 0.60014 -5.49160 0.33
H -2.48812 0.46354 -6.80460 0.38
O -1.13351 -0.26949 3.67870 -0.78
C -1.21532 0.89403 3.33257 0.96
O -1.14217 1.21143 2.03138 -0.42
C -1.39383 2.52419 1.50185 -0.45
C -0.15778 3.39406 1.59735 -0.56
C -1.31013 1.99181 4.35149 -1.12
H -2.26667 2.97638 1.97809 0.37
H -1.65273 2.38487 0.44989 0.35
H 0.15090 3.54577 2.63391 0.29
H -0.34194 4.37039 1.14682 0.01
H 0.68229 2.92146 1.08307 0.31
H -0.31182 2.21237 4.73264 0.26
H -1.94256 1.64895 5.17235 0.28
H -1.76698 2.90477 3.97690 0.38
O -0.65152 5.26729 -0.85291 -0.59
C -0.07936 6.32452 -1.00981 0.84
O 1.22363 6.34109 -1.34136 -0.35
C 1.94992 7.52274 -1.71349 -0.41
C 2.43857 8.26818 -0.48753 -0.96
C -0.78685 7.62445 -0.75227 -1.03
H 1.35710 8.15130 -2.38173 0.36
H 2.81119 7.18193 -2.29246 0.31
H 1.60940 8.61242 0.13344 0.27
H 3.03389 9.13716 -0.77929 0.35
H 3.05178 7.61460 0.13725 0.30
H -0.78764 7.82431 0.32075 0.25
H -1.81675 7.53314 -1.10389 0.33
H -0.35838 8.47369 -1.28107 0.32
O -2.17249 3.97030 6.45742 -0.56
C -2.25762 3.64693 7.62239 0.85
O -1.44804 2.69293 8.11602 -0.38
C -1.34887 2.35490 9.50843 -0.40
C -2.43982 1.38230 9.90992 -0.99
C -3.31903 4.23737 8.50633 -1.08
H -1.33517 3.25397 10.12852 0.37
H -0.37604 1.87521 9.63751 0.32
H -3.43406 1.81354 9.77905 0.27
H -2.32653 1.09017 10.95703 0.37
H -2.39946 0.48535 9.28748 0.30
H -4.26168 3.71656 8.32943 0.25
H -3.43510 5.29250 8.24968 0.32
H -3.07882 4.20638 9.56735 0.35
```

Values from the calculation:
SMILES: NC(=O)CC[C@]1(CC(=O)Cl)OC(=O)O[C@]1(CCCC(=O)O)COO.CCOC(C)=O.CCOC(C)=O.CCOC(C)=O.CCOC(C)=O
E_LUMO, eV: 0.496
Multiplicity: 1
HOMO level, eV: -8.6
Frontier orbital gap, eV: 9.142

---

What is the formula in the second record? C29H50ClNO17